The following is a DFT calculation (the ωB97M-V functional and the def2-TZVPD basis) of a cluster of 9 separate species, C5H29N2O9 in total in a non-equilibrium geometry.

Each line ends with the Löwdin charge.
Positions of all 45 atoms, in Å:
C (-2.2012, -0.0825, 2.3576)  -0.05
C (-1.3451, -1.2558, 1.7505)  -0.38
C (-1.4892, -1.4375, 0.2203)  -0.12
C (-2.6955, -0.9762, -0.6064)  -0.27
O (-2.3698, 0.0086, -1.5247)  -0.13
N (0.0692, -1.1423, 2.1290)  -0.04
C (0.2427, -1.3971, 3.5494)  -0.34
N (1.6567, -1.3518, 3.8535)  0.00
H (-1.7438, 0.4533, 3.1720)  0.06
H (-2.2364, 0.7115, 1.5813)  0.06
H (-3.2826, -0.2695, 2.3035)  0.07
H (-1.7203, -2.1600, 2.2526)  0.12
H (-0.6108, -0.9901, -0.2526)  0.10
H (-1.3698, -2.5204, -0.0702)  0.12
H (-3.6758, -0.6689, -0.1779)  0.11
H (-3.0367, -1.8793, -1.1591)  0.12
H (0.4358, -0.2621, 1.8087)  0.09
H (-0.2989, -0.7575, 4.3135)  0.12
H (-0.1689, -2.4460, 3.7298)  0.13
H (2.1875, -2.0833, 3.4140)  0.06
H (2.0712, -0.4404, 3.8155)  0.06
H (0.6693, 1.8202, 0.8659)  -0.02
H (1.0219, 3.2870, 1.2044)  0.03
O (1.1685, 2.3850, 1.5130)  -0.10
H (2.8770, -0.7979, -0.4265)  -0.01
H (2.1623, -1.4287, 0.7309)  -0.01
O (2.8791, -1.6212, 0.0982)  -0.10
H (-0.8239, 2.0779, 0.0125)  0.01
H (-1.7237, 0.7388, -1.3726)  0.07
O (-0.2822, 1.6270, -0.6527)  -0.37
H (1.0855, 3.5476, -1.6943)  0.01
H (-0.0471, 2.5678, -2.0883)  0.01
O (0.3487, 3.4595, -2.3020)  -0.11
H (1.2322, -1.1205, -2.4713)  0.03
H (1.5232, -0.8820, -4.0450)  0.04
O (1.0312, -1.3692, -3.3822)  -0.05
H (1.0010, 1.0878, -1.0222)  0.00
H (2.3206, 1.3492, -0.2595)  0.04
O (2.0018, 0.7725, -0.9673)  -0.15
H (-0.8385, -0.7258, -3.9010)  -0.01
H (-2.0167, -0.0996, -3.1587)  -0.02
O (-1.6932, -0.2888, -4.0681)  -0.11
H (1.9191, 1.8156, -3.3339)  0.00
H (2.9607, 1.3147, -2.3830)  0.01
O (2.8047, 1.4301, -3.3565)  -0.11

The molar mass is 261.3 g/mol. The calculation puts the HOMO energy at -0.244 Eh. The calculation puts the energy at -27064.5389 eV. The charge is -1. Its relative energy (zero: lowest compared OMol25 entry of this formula, charge and spin) is 2.027 eV. Its frontier orbital gap is 9.472 eV. The value obtained for the LUMO energy is 0.1037 hartree.

=====

The following is a DFT calculation (the ωB97M-V functional and the def2-TZVPD basis) of a structure of composition C34H27FN3O4PSTi.

Each line ends with the Löwdin charge.
Positions of all 72 atoms, in Å:
Ti (-1.2778, -0.4074, 0.7457)  0.96
O (-1.9497, -0.7090, -3.5206)  0.12
C (-1.4610, -0.8319, -2.2738)  -0.46
O (-1.5452, 0.1123, -1.4596)  -0.07
C (-0.8586, -2.0543, -1.8829)  -0.20
C (-0.6677, -3.2049, -2.6762)  0.00
C (-0.0330, -4.2947, -2.1592)  -0.06
C (0.4559, -4.2182, -0.8214)  -0.02
C (0.2422, -3.0659, -0.1064)  -0.24
N (-0.4332, -2.0035, -0.5690)  0.03
C (0.7330, -2.8084, 1.2703)  -0.42
O (1.5638, -3.6718, 1.8620)  0.16
O (0.3743, -1.7999, 1.8541)  0.01
H (-2.3249, 0.1824, -3.5754)  0.13
H (-1.0351, -3.2041, -3.6940)  0.12
H (0.1107, -5.1917, -2.7430)  0.10
H (0.9874, -5.0630, -0.4016)  0.10
H (1.8247, -4.3624, 1.2407)  0.10
N (0.8117, 0.8695, 3.4039)  0.13
C (1.4214, 2.0010, 2.9461)  -0.34
C (1.7764, 3.0065, 3.8601)  -0.04
C (2.4194, 4.1530, 3.4482)  -0.09
C (2.7383, 4.3390, 2.1059)  -0.10
C (2.3723, 3.3680, 1.1937)  -0.08
C (1.7017, 2.2065, 1.5818)  -0.30
P (1.1194, 0.9956, 0.3426)  1.12
C (2.5168, -0.1800, 0.1940)  -0.36
C (3.4535, -0.3285, 1.2135)  -0.07
C (4.4431, -1.2993, 1.1228)  -0.07
C (4.5108, -2.1228, 0.0086)  -0.09
C (3.5863, -1.9729, -1.0176)  -0.08
C (2.5906, -1.0123, -0.9231)  -0.11
C (1.2089, 1.9298, -1.2232)  -0.36
C (0.0448, 2.5778, -1.6369)  -0.09
C (0.0493, 3.3611, -2.7815)  -0.07
C (1.2109, 3.4861, -3.5307)  -0.08
C (2.3676, 2.8301, -3.1318)  -0.08
C (2.3704, 2.0572, -1.9799)  -0.10
H (0.7361, 0.0194, 2.8713)  0.03
H (0.5563, 0.8042, 4.3713)  0.11
H (1.5436, 2.8581, 4.9078)  0.11
H (2.6801, 4.9080, 4.1788)  0.10
H (3.2497, 5.2322, 1.7758)  0.10
H (2.5920, 3.5250, 0.1458)  0.10
H (3.4099, 0.3212, 2.0786)  0.10
H (5.1621, -1.4066, 1.9240)  0.11
H (5.2873, -2.8731, -0.0660)  0.10
H (3.6391, -2.6057, -1.8945)  0.11
H (1.8712, -0.9000, -1.7267)  0.11
H (-0.8643, 2.4449, -1.0659)  0.08
H (-0.8570, 3.8641, -3.0928)  0.11
H (1.2128, 4.0932, -4.4268)  0.10
H (3.2714, 2.9245, -3.7197)  0.10
H (3.2793, 1.5542, -1.6732)  0.11
S (-5.2957, 1.8539, 0.2800)  1.00
C (-4.1498, 3.0981, 0.5276)  -0.43
C (-2.8911, 2.6081, 0.7131)  -0.21
C (-2.8001, 1.1831, 0.6584)  -0.23
C (-4.0434, 0.6511, 0.4489)  -0.53
C (-4.2993, -0.7721, 0.3487)  -0.26
C (-5.5702, -1.3507, 0.2681)  -0.02
C (-5.6908, -2.7185, 0.1910)  -0.06
C (-4.5477, -3.5133, 0.2026)  -0.06
C (-3.3269, -2.8809, 0.2944)  -0.10
N (-3.1985, -1.5538, 0.3615)  0.04
H (-4.4720, 4.1275, 0.5315)  0.06
H (-2.0519, 3.2650, 0.9087)  0.09
H (-6.4453, -0.7150, 0.2769)  0.10
H (-6.6683, -3.1792, 0.1293)  0.11
H (-4.6067, -4.5901, 0.1471)  0.10
H (-2.4066, -3.4523, 0.3148)  0.11
F (-1.7246, -0.4935, 2.5230)  -0.41

The molar mass is 671.5 g/mol. As for the multiplicity: 3. The calculation puts the HOMO energy (spin up / spin down) at -0.221 / -0.280 Eh. Its expectation value of S² is 2.013. The calculation puts the energy at -94317.4676 eV. The charge is 0. Its relative energy (zero: lowest compared OMol25 entry of this formula, charge and spin) is 0.191 eV. Its frontier orbital gap (spin up / spin down) is 5.867 / 7.446 eV. The value obtained for the LUMO energy (spin up / spin down) is -0.0058 / -0.0068 hartree.

=====

The following is a DFT calculation (the ωB97M-V functional and the def2-TZVPD basis) of the molecule C21H26N2O2.

Each line ends with the Löwdin charge.
Positions of all 51 atoms, in Å:
C (-4.7628, -2.7841, 0.8982)  -0.05
C (-4.1269, -1.5085, 0.4373)  -0.28
C (-3.0413, -0.9685, 1.1118)  -0.04
C (-2.4345, 0.1960, 0.6740)  -0.02
C (-2.9014, 0.8487, -0.4566)  -0.19
C (-2.2693, 2.1202, -0.9797)  -0.09
N (-1.0044, 2.4153, -0.3431)  -0.02
C (-0.9527, 3.2138, 0.7549)  -0.07
C (0.2007, 3.4039, 1.4433)  -0.06
C (1.3741, 2.7354, 1.0352)  0.01
C (1.3277, 1.9299, -0.0632)  -0.14
N (2.3698, 1.1690, -0.5716)  0.14
C (3.4980, 0.7640, 0.0783)  -0.48
O (3.8457, 1.2023, 1.1532)  0.08
C (4.2706, -0.3007, -0.6729)  -0.10
C (3.8986, -1.7097, -0.1854)  -0.16
C (2.4788, -2.1571, -0.5441)  -0.31
C (1.3714, -1.5977, 0.3795)  -0.15
C (0.6482, -2.8123, 0.9727)  -0.18
C (0.8867, -3.9153, -0.0525)  -0.20
C (2.3419, -3.6871, -0.4428)  -0.17
C (0.1004, 1.7462, -0.8216)  -0.38
O (0.0399, 1.0277, -1.8172)  0.04
C (-3.9899, 0.3133, -1.1346)  -0.03
C (-4.5941, -0.8471, -0.6925)  -0.04
H (-4.2944, -3.6332, 0.3992)  0.08
H (-5.8236, -2.7976, 0.6590)  0.08
H (-4.6394, -2.9145, 1.9707)  0.08
H (-2.6623, -1.4624, 1.9953)  0.11
H (-1.5896, 0.5848, 1.2242)  0.11
H (-2.0766, 1.9990, -2.0508)  0.13
H (-2.9487, 2.9654, -0.8341)  0.14
H (-1.8834, 3.6796, 1.0418)  0.13
H (0.2183, 4.0498, 2.3044)  0.10
H (2.2900, 2.8408, 1.5920)  0.11
H (2.0865, 0.6864, -1.4215)  0.13
H (5.3318, -0.1381, -0.4764)  0.12
H (4.0922, -0.2196, -1.7461)  0.12
H (4.6035, -2.4104, -0.6409)  0.12
H (4.0353, -1.7570, 0.8969)  0.13
H (2.2698, -1.8580, -1.5762)  0.14
H (0.6641, -1.0041, -0.1994)  0.10
H (1.7838, -0.9644, 1.1648)  0.11
H (1.1003, -3.0951, 1.9250)  0.11
H (-0.4100, -2.6156, 1.1390)  0.09
H (0.2379, -3.7657, -0.9169)  0.11
H (0.7095, -4.9126, 0.3484)  0.11
H (2.6146, -4.1856, -1.3722)  0.11
H (2.9926, -4.0613, 0.3501)  0.12
H (-4.3629, 0.8111, -2.0182)  0.12
H (-5.4386, -1.2489, -1.2338)  0.11

The molar mass is 338.5 g/mol. The calculation puts the HOMO energy at -0.296 Eh. As for the structure (SMILES): Cc1ccc(Cn2cccc(NC(=O)CCC3CCCC3)c2=O)cc1. The calculation puts the energy at -29275.8640 eV. The charge is 0. Its relative energy (zero: lowest compared OMol25 entry of this formula, charge and spin) is 0.532 eV. Its frontier orbital gap is 8.710 eV. The value obtained for the LUMO energy is 0.0239 hartree.

=====

The following is a DFT calculation (the ωB97M-V functional and the def2-TZVPD basis) of a structure of composition C4H16ClO4 in a non-equilibrium geometry.

Each line ends with the Löwdin charge.
Positions of all 25 atoms, in Å:
Cl (-0.2104, -1.0052, -0.3890)  0.56
C (2.4617, -0.5267, 1.1656)  -0.22
O (2.3130, -0.0985, -0.1535)  -0.21
H (3.4776, -0.2699, 1.4658)  0.08
H (1.7923, -0.1955, 1.9595)  0.07
H (2.4014, -1.6144, 1.2033)  0.08
H (1.4547, -0.4114, -0.4484)  -0.12
C (-2.6171, 0.5326, -2.5488)  -0.15
O (-1.4061, -0.2436, -2.3784)  -0.30
H (-2.4488, 1.4888, -3.0442)  0.06
H (-3.2651, -0.1288, -3.1239)  0.06
H (-3.1445, 0.6893, -1.6079)  0.06
H (-0.8799, 0.1785, -1.6954)  -0.12
C (0.7567, 1.9507, -0.5197)  -0.19
O (0.2931, 1.1384, -1.5457)  -0.23
H (0.3526, 2.9558, -0.6401)  0.07
H (0.5113, 1.6262, 0.4916)  0.08
H (1.8411, 2.0222, -0.6037)  0.07
H (0.3212, 0.2388, -1.2117)  -0.20
C (-0.9704, -1.4605, 2.4553)  -0.21
O (0.4327, -1.3516, 2.2230)  -0.29
H (-1.5392, -0.5690, 2.1912)  0.06
H (-1.3512, -2.3187, 1.9015)  0.06
H (-1.0692, -1.6037, 3.5313)  0.06
H (0.4924, -1.0240, 1.3225)  -0.14

The molar mass is 163.6 g/mol. The calculation puts the HOMO energy at -0.179 Eh. The calculation puts the energy at -25117.3672 eV. The charge is -1. Its relative energy (zero: lowest compared OMol25 entry of this formula, charge and spin) is 4.363 eV. Its frontier orbital gap is 8.634 eV. The value obtained for the LUMO energy is 0.1386 hartree.